Formula: C23H43F5IN2O10S
Source: OMol25
Level of theory: the ωB97M-V functional and the def2-TZVPD basis

Geometry (Å):
1 C -6.508 1.608 5.992
2 C -6.771 0.797 4.726
3 I -7.284 2.152 3.150
4 C -5.543 -0.069 4.433
5 C -5.665 -0.945 3.194
6 C -5.947 -2.429 3.509
7 O -5.378 -3.345 2.618
8 C -4.020 -3.232 2.235
9 C -3.370 -1.848 2.491
10 C -2.704 -1.731 3.876
11 C -3.035 -2.748 4.981
12 N -3.452 -2.159 6.267
13 C -2.299 -1.728 1.364
14 F -1.614 -2.905 1.380
15 F -2.923 -1.625 0.155
16 C -1.215 -0.574 1.461
17 F -1.362 0.227 2.528
18 F -1.270 0.185 0.351
19 F 0.014 -1.122 1.523
20 N -4.512 -0.888 2.201
21 S -3.988 0.775 1.820
22 H -5.517 2.051 5.942
23 H -7.214 2.415 6.116
24 H -6.522 0.960 6.863
25 H -7.615 0.144 4.918
26 H -5.482 -0.724 5.298
27 H -4.656 0.553 4.462
28 H -6.513 -0.565 2.633
29 H -7.020 -2.569 3.433
30 H -5.704 -2.647 4.547
31 H -3.432 -3.997 2.727
32 H -3.993 -3.464 1.177
33 H -1.638 -1.804 3.697
34 H -2.832 -0.717 4.243
35 H -3.767 -3.498 4.712
36 H -2.124 -3.299 5.191
37 H -3.358 -1.156 6.284
38 H -4.403 -2.403 6.487
39 H -4.904 -1.254 1.332
40 H -5.047 1.069 1.051
41 C 1.150 2.081 -1.154
42 C 0.349 2.764 -0.066
43 O 1.193 3.415 0.891
44 C 1.686 4.592 0.500
45 O 1.445 5.145 -0.538
46 O 2.463 5.056 1.473
47 C 3.101 6.303 1.175
48 H 1.876 1.400 -0.706
49 H 0.499 1.513 -1.819
50 H 1.700 2.805 -1.752
51 H -0.197 2.020 0.495
52 H -0.366 3.476 -0.481
53 H 2.373 7.049 0.868
54 H 3.847 6.167 0.394
55 H 3.588 6.622 2.091
56 C 4.066 -1.652 0.348
57 C 3.518 -2.297 -0.907
58 O 4.133 -1.772 -2.088
59 C 5.350 -2.251 -2.356
60 O 5.933 -3.090 -1.729
61 O 5.786 -1.646 -3.457
62 C 7.112 -2.015 -3.856
63 H 3.982 -0.566 0.284
64 H 3.516 -1.997 1.224
65 H 5.119 -1.892 0.487
66 H 2.457 -2.068 -1.004
67 H 3.624 -3.381 -0.878
68 H 7.207 -3.094 -3.941
69 H 7.839 -1.629 -3.144
70 H 7.275 -1.554 -4.826
71 C 6.072 1.517 -9.526
72 C 4.651 1.958 -9.250
73 O 3.881 0.920 -8.625
74 C 4.098 0.755 -7.324
75 O 4.835 1.411 -6.637
76 O 3.334 -0.250 -6.902
77 C 3.495 -0.567 -5.515
78 H 6.077 0.596 -10.109
79 H 6.603 2.288 -10.084
80 H 6.611 1.332 -8.598
81 H 4.132 2.170 -10.182
82 H 4.621 2.858 -8.636
83 H 3.351 0.314 -4.893
84 H 4.473 -0.993 -5.333
85 H 2.733 -1.305 -5.278

**E**: -2959.0296 Ha
**HOMO-LUMO gap**: 0.2950 Eh
**Net charge**: +1
**HOMO level**: -11.79 eV

=====

Formula: C31H36ClN6O4Ti
Source: OMol25
Level of theory: the ωB97M-V functional and the def2-TZVPD basis

Geometry (Å):
1 Ti -0.016 -0.053 -0.065
2 C -3.470 0.625 2.183
3 C -2.717 1.843 1.597
4 C -1.255 2.087 2.009
5 N -0.271 1.742 0.992
6 C 0.909 2.444 1.050
7 C 1.296 3.235 2.105
8 C 2.262 4.299 2.161
9 C 2.945 4.890 1.104
10 C 3.015 4.435 -0.203
11 C 2.555 3.172 -0.734
12 C 1.802 2.194 -0.153
13 N 1.654 0.906 -0.633
14 C 2.350 0.509 -1.838
15 C 1.460 0.714 -3.101
16 C 0.174 1.482 -2.800
17 N -0.675 0.727 -1.880
18 C -1.953 1.021 -1.812
19 C -2.531 2.200 -2.342
20 C -3.862 2.517 -2.550
21 C -4.981 1.695 -2.503
22 C -5.009 0.375 -2.053
23 C -4.064 -0.343 -1.362
24 C -2.722 0.000 -1.024
25 N -1.984 -0.577 -0.118
26 C -2.584 -1.449 0.884
27 C -2.741 -0.719 2.222
28 H -4.406 0.513 1.620
29 H -3.753 0.865 3.212
30 H -3.292 2.722 1.898
31 H -2.751 1.826 0.517
32 H -1.038 1.572 2.966
33 H -1.154 3.152 2.216
34 H 0.779 3.037 3.040
35 H 2.393 4.765 3.133
36 H 3.479 5.811 1.328
37 H 3.567 5.058 -0.901
38 H 2.902 2.961 -1.743
39 H 2.602 -0.548 -1.756
40 H 3.292 1.047 -1.943
41 H 1.175 -0.259 -3.509
42 H 2.015 1.254 -3.873
43 H -0.367 1.657 -3.730
44 H 0.428 2.458 -2.380
45 H -1.820 2.982 -2.575
46 H -4.042 3.536 -2.872
47 H -5.916 2.113 -2.857
48 H -5.951 -0.145 -2.201
49 H -4.398 -1.308 -1.009
50 H -1.931 -2.308 1.033
51 H -3.550 -1.831 0.574
52 H -1.759 -0.566 2.654
53 H -3.283 -1.394 2.892
54 C 1.031 -2.178 4.821
55 O 0.416 -1.896 3.551
56 C 1.030 -1.131 2.673
57 O 0.386 -0.744 1.739
58 N 2.330 -0.888 2.906
59 N 2.915 0.034 2.006
60 H 0.236 -2.559 5.452
61 H 1.458 -1.280 5.255
62 H 1.806 -2.937 4.726
63 H 2.811 -1.778 2.950
64 H 2.823 -0.306 1.052
65 H 3.888 0.124 2.252
66 Cl 2.485 -7.400 -3.959
67 C 2.166 -6.019 -2.939
68 C 2.737 -5.958 -1.682
69 C 2.499 -4.842 -0.886
70 C 1.687 -3.820 -1.331
71 C 1.109 -3.910 -2.581
72 C 1.354 -5.008 -3.403
73 C 1.493 -2.569 -0.493
74 O 2.303 -2.351 0.411
75 O 0.518 -1.830 -0.838
76 H 3.365 -6.770 -1.339
77 H 2.949 -4.752 0.095
78 H 0.469 -3.099 -2.911
79 H 0.925 -5.073 -4.395

**ΔE to the lowest compared entry with this formula, charge and spin**: 1.744 eV
**E**: -3142.1307 Ha
**HOMO-LUMO gap (spin up / spin down)**: 0.1379 / 0.2103 Eh
**Net charge**: -1
**HOMO level (spin up / spin down)**: -1.49 / -3.46 eV
**2S+1**: 3

=====

Formula: C32H88N8O8
Source: OMol25
Level of theory: the ωB97M-V functional and the def2-TZVPD basis

Geometry (Å):
1 C 6.572 17.566 -11.587
2 O 6.370 16.511 -10.596
3 C 5.890 15.353 -11.157
4 C 5.339 14.514 -10.053
5 C 5.311 13.056 -10.427
6 N 3.991 14.943 -9.811
7 H 7.132 18.357 -11.050
8 H 5.624 18.005 -11.910
9 H 7.227 17.248 -12.404
10 H 5.131 15.556 -11.923
11 H 6.729 14.890 -11.703
12 H 5.961 14.587 -9.151
13 H 4.982 12.393 -9.620
14 H 6.332 12.708 -10.653
15 H 4.685 12.853 -11.302
16 H 3.965 15.932 -9.581
17 H 3.598 14.431 -9.025
18 C 9.726 13.295 -11.172
19 O 10.226 14.483 -11.778
20 C 9.714 14.709 -13.055
21 C 10.604 15.670 -13.752
22 C 10.060 16.035 -15.122
23 N 11.935 15.052 -13.941
24 H 8.616 13.312 -11.142
25 H 10.077 13.246 -10.142
26 H 10.072 12.387 -11.686
27 H 9.662 13.795 -13.668
28 H 8.702 15.146 -12.973
29 H 10.675 16.583 -13.134
30 H 9.061 16.492 -15.061
31 H 9.908 15.117 -15.703
32 H 10.718 16.705 -15.668
33 H 12.587 15.824 -14.171
34 H 12.300 14.834 -12.991
35 C 2.545 16.547 -16.097
36 O 3.838 17.165 -16.049
37 C 3.948 18.320 -16.828
38 C 5.293 18.946 -16.541
39 C 5.370 19.313 -15.051
40 N 5.502 20.168 -17.393
41 H 2.584 15.715 -15.396
42 H 2.310 16.199 -17.114
43 H 1.766 17.241 -15.747
44 H 3.868 18.049 -17.894
45 H 3.135 19.030 -16.561
46 H 5.973 18.113 -16.778
47 H 5.352 18.387 -14.464
48 H 4.517 19.941 -14.779
49 H 6.287 19.851 -14.804
50 H 4.713 20.810 -17.227
51 H 6.259 20.664 -16.907
52 C 5.720 15.374 -18.864
53 O 6.550 15.184 -17.773
54 C 5.981 14.307 -16.788
55 C 6.630 14.543 -15.485
56 C 6.414 13.388 -14.514
57 N 6.093 15.766 -14.811
58 H 5.460 14.441 -19.389
59 H 6.243 16.024 -19.563
60 H 4.778 15.867 -18.566
61 H 4.888 14.462 -16.667
62 H 6.100 13.246 -17.111
63 H 7.709 14.616 -15.652
64 H 6.738 12.508 -15.078
65 H 5.337 13.309 -14.310
66 H 6.938 13.552 -13.584
67 H 5.140 15.501 -14.556
68 H 5.996 16.401 -15.609
69 C 10.940 8.436 -15.803
70 O 9.990 7.463 -15.546
71 C 9.142 7.821 -14.479
72 C 7.911 6.896 -14.478
73 C 6.839 7.455 -13.595
74 N 8.226 5.489 -13.991
75 H 11.437 8.784 -14.869
76 H 10.475 9.402 -16.098
77 H 11.700 8.126 -16.499
78 H 9.650 7.793 -13.501
79 H 8.747 8.854 -14.642
80 H 7.560 6.821 -15.514
81 H 7.156 7.662 -12.568
82 H 5.978 6.798 -13.616
83 H 6.535 8.450 -13.967
84 H 8.493 5.520 -12.998
85 H 9.093 5.140 -14.425
86 C 10.329 8.333 -19.661
87 O 9.214 8.991 -19.016
88 C 8.007 8.806 -19.740
89 C 6.905 9.687 -19.191
90 C 6.558 9.371 -17.721
91 N 5.707 9.684 -20.013
92 H 10.184 7.237 -19.738
93 H 11.189 8.442 -18.993
94 H 10.569 8.734 -20.656
95 H 8.152 9.057 -20.821
96 H 7.701 7.733 -19.785
97 H 7.265 10.727 -19.240
98 H 6.066 8.384 -17.700
99 H 5.828 10.091 -17.331
100 H 7.393 9.437 -17.029
101 H 5.245 8.769 -19.883
102 H 6.030 9.646 -20.987
103 C 8.148 18.256 -18.698
104 O 9.390 18.360 -19.332
105 C 10.413 18.364 -18.414
106 C 11.630 18.728 -19.137
107 C 11.902 17.777 -20.310
108 N 12.768 18.593 -18.141
109 H 8.085 17.265 -18.226
110 H 7.414 18.288 -19.506
111 H 7.913 19.099 -18.042
112 H 10.178 19.170 -17.701
113 H 10.498 17.371 -17.965
114 H 11.584 19.776 -19.481
115 H 11.158 17.902 -21.094
116 H 11.823 16.761 -19.915
117 H 12.904 17.936 -20.701
118 H 12.551 19.116 -17.287
119 H 13.648 18.955 -18.482
120 C -0.692 11.370 -15.861
121 O 0.628 11.601 -16.058
122 C 1.160 10.665 -16.903
123 C 2.601 10.939 -17.171
124 C 2.816 12.346 -17.600
125 N 2.969 10.014 -18.311
126 H -1.193 10.895 -16.718
127 H -1.206 12.299 -15.595
128 H -0.924 10.699 -14.996
129 H 1.066 9.661 -16.451
130 H 0.598 10.679 -17.845
131 H 3.137 10.707 -16.228
132 H 3.811 12.465 -18.041
133 H 2.681 13.064 -16.791
134 H 2.121 12.599 -18.405
135 H 3.962 10.058 -18.580
136 H 2.885 9.043 -17.963

**ΔE to the lowest compared entry with this formula, charge and spin**: 1.673 eV
**E**: -2311.7931 Ha
**SMILES**: COC[C@H](C)N.COC[C@H](C)N.COC[C@H](C)N.COC[C@H](C)N.COC[C@H](C)N.COC[C@H](C)N.COC[C@H](C)N.COC[C@H](C)N
**HOMO-LUMO gap**: 0.3523 Eh
**HOMO level**: -9.07 eV

=====

F_max? In order: 1.431 1.890 3.129 eV/A.